# 1
C17H12BrIMnNO7S3 | the ωB97M-V functional and the def2-TZVPD basis

The value obtained for the energy above the lowest of the compared OMol25 structures with the same formula, charge and spin is 32.6 kcal per mole. The total charge is -1. The calculation puts the HOMO energy (alpha / beta) at -0.17628 / -0.17717 Eh. The largest force on an atom comes out at 2.6 eV/A. The calculation puts the HOMO-LUMO gap (alpha / beta) at 7.15 / 7.17 eV. As for the spin multiplicity: 6.

Last column: Löwdin charge in e.
Element x y z (Å)
Mn  0.82  0.76  -0.01  0.703
O  0.39  -1.35  -0.74  -0.388
S  -0.36  -0.79  -1.88  0.440
O  -1.43  -1.68  -2.29  -0.322
O  -0.81  0.57  -1.57  -0.401
C  0.70  -0.64  -3.32  -0.213
C  0.19  -1.15  -4.51  -0.056
C  0.86  -0.96  -5.71  -0.075
C  2.06  -0.27  -5.72  -0.073
C  2.59  0.21  -4.54  -0.053
C  1.90  0.04  -3.34  -0.213
S  2.56  0.94  -1.92  0.428
O  3.83  1.45  -2.37  -0.301
O  2.67  0.01  -0.80  -0.372
O  1.54  1.96  -1.67  -0.392
H  -0.75  -1.68  -4.45  0.104
H  0.43  -1.33  -6.63  0.100
H  2.58  -0.10  -6.66  0.101
H  3.52  0.75  -4.49  0.106
O  0.59  1.33  2.21  -0.487
N  1.32  2.00  3.08  -0.218
C  0.94  2.03  4.36  -0.039
C  1.67  2.69  5.31  -0.087
C  2.86  3.34  4.92  -0.095
C  3.22  3.33  3.61  -0.109
C  2.44  2.67  2.64  -0.698
S  2.78  2.67  0.99  0.716
H  0.01  1.52  4.57  0.130
H  1.32  2.73  6.33  0.091
H  3.46  3.85  5.66  0.097
H  4.09  3.85  3.25  0.095
Br  -4.67  0.02  3.21  0.687
C  -4.29  -1.44  2.08  -0.750
C  -5.20  -2.48  2.04  -0.155
C  -4.95  -3.57  1.22  -0.098
C  -3.82  -3.58  0.42  -0.081
C  -2.92  -2.52  0.45  -0.122
C  -3.13  -1.45  1.31  -0.604
I  -1.61  0.07  1.53  1.240
H  -6.08  -2.45  2.66  0.091
H  -5.64  -4.41  1.22  0.098
H  -3.64  -4.41  -0.24  0.103
H  -2.06  -2.53  -0.20  0.073

# 2
C17H12Cl5IrN2O2S2 | the ωB97M-V functional and the def2-TZVPD basis

The value obtained for the energy above the lowest of the compared OMol25 structures with the same formula, charge and spin is 17.2 kcal per mole. The total charge is +1. The calculation puts the HOMO energy (alpha / beta) at -0.42793 / -0.43392 Eh. The largest force on an atom comes out at 1.2 eV/A. The calculation puts the HOMO-LUMO gap (alpha / beta) at 6.27 / 5.67 eV. As for the spin multiplicity: 2.

Last column: Löwdin charge in e.
Element x y z (Å)
Ir  -0.41  0.05  0.52  0.869
Cl  2.01  0.34  1.98  0.698
C  2.08  -1.13  1.02  -0.682
C  0.99  -1.35  0.19  -0.492
C  1.08  -2.43  -0.69  -0.697
Cl  -0.14  -2.66  -1.89  0.695
C  2.17  -3.29  -0.66  -0.697
Cl  2.24  -4.63  -1.72  0.730
C  3.22  -3.06  0.24  -0.692
Cl  4.56  -4.12  0.28  0.740
C  3.19  -1.95  1.08  -0.708
Cl  4.49  -1.60  2.13  0.729
O  -2.69  3.14  -0.05  0.059
C  -2.61  2.02  0.44  -0.594
O  -1.58  1.63  1.14  -0.251
C  -3.73  1.04  0.26  -0.125
C  -5.01  1.56  0.11  0.009
C  -6.11  0.73  -0.03  -0.025
C  -5.95  -0.65  -0.03  -0.044
C  -4.69  -1.19  0.09  -0.099
C  -3.58  -0.35  0.25  -0.499
S  -2.07  -1.23  0.36  0.812
H  -5.12  2.64  0.09  0.130
H  -7.10  1.16  -0.14  0.119
H  -6.81  -1.30  -0.14  0.119
H  -4.54  -2.26  0.05  0.109
S  0.17  1.19  -1.34  0.741
C  0.75  2.75  -0.67  -0.668
N  2.07  2.88  -0.60  0.030
C  2.71  4.10  -0.11  -0.136
C  1.82  5.29  -0.45  -0.146
C  0.42  5.04  0.08  -0.122
N  -0.06  3.72  -0.36  0.076
H  2.63  2.10  -0.90  0.131
H  3.69  4.18  -0.57  0.132
H  2.84  4.02  0.97  0.131
H  1.79  5.43  -1.53  0.129
H  2.23  6.20  -0.01  0.128
H  -0.28  5.78  -0.31  0.137
H  0.38  5.09  1.17  0.137
H  -1.07  3.54  -0.28  0.086

- Number 1 is which compound?
  C17H12BrIMnNO7S3

- What is the formula in the first record?
  C17H12BrIMnNO7S3